{"formula": "C2H4NOS", "method": "wB97M-V/def2-TZVPD", "elements": ["C", "C", "N", "O", "S", "H", "H", "H", "H"], "coordinates": [[-0.323, -0.603, -0.230], [0.200, 0.865, -0.492], [0.656, -0.865, 0.866], [0.217, -1.524, 1.820], [0.527, 1.306, 1.162], [-1.451, -0.305, 0.049], [-0.349, -1.233, -1.039], [1.109, 0.986, -1.184], [-0.584, 1.373, -0.951]], "forces_ev_per_a": [[-0.58, 3.99, 1.50], [1.49, -1.64, -1.55], [-1.84, -0.53, -1.05], [0.05, -1.54, 1.35], [0.71, 2.28, 1.26], [2.33, -1.44, 0.32], [0.22, -1.91, -2.02], [-1.04, -0.57, 0.89], [-1.34, 1.36, -0.70]], "multiplicity": 3, "homo_ev": [-1.067, -2.896], "charge": -1, "relative_energy_kj_mol": 27.2, "homo_lumo_gap_ha": [0.19858, 0.25441]}

***

{"formula": "C2H4NP", "method": "wB97M-V/def2-TZVPD", "elements": ["C", "C", "N", "P", "H", "H", "H", "H"], "coordinates": [[-0.485, -1.220, -0.394], [-1.353, -0.210, -0.463], [0.229, -0.032, -0.351], [0.915, 0.745, 1.049], [-0.180, -2.537, -0.756], [-2.129, 0.460, -0.176], [0.798, 2.205, 0.584], [2.203, 0.589, 0.507]], "forces_ev_per_a": [[-1.89, -2.90, -1.60], [2.50, -2.70, 0.97], [0.64, 1.65, -1.08], [-0.22, 1.05, -0.08], [-1.09, 4.60, 1.55], [-0.40, -0.05, -0.30], [0.11, -1.88, 0.30], [0.35, 0.22, 0.24]], "homo_ev": -7.503, "relative_energy_kj_mol": 484.2, "homo_lumo_gap_ha": 0.30021}

***

{"formula": "C2H4NP", "method": "wB97M-V/def2-TZVPD", "elements": ["C", "C", "N", "P", "H", "H", "H", "H"], "coordinates": [[1.719, -0.435, 0.153], [-0.820, 0.255, 0.242], [-2.247, -0.102, -0.030], [0.200, -1.173, 0.383], [2.424, -1.069, -0.271], [1.778, 0.553, -0.183], [-0.516, 1.223, 0.038], [-2.538, 0.749, -0.333]], "forces_ev_per_a": [[-3.15, -1.23, -0.40], [-8.16, -3.70, -1.38], [8.75, -1.13, 2.57], [1.73, 0.14, 0.44], [1.81, -1.13, 0.05], [0.27, 1.64, 0.04], [0.66, 2.00, -0.13], [-1.92, 3.42, -1.20]], "smiles": "[H]/N=C/P=C", "homo_ev": -9.415, "relative_energy_kj_mol": 242.5, "homo_lumo_gap_ha": 0.31359}

***

{"formula": "C2H4NP", "method": "wB97M-V/def2-TZVPD", "elements": ["C", "C", "N", "P", "H", "H", "H", "H"], "coordinates": [[0.512, 0.366, 0.597], [-0.008, 0.057, -0.709], [-1.204, -0.636, -0.670], [0.733, -1.509, 0.239], [1.341, 1.031, 0.803], [-0.245, 0.769, 1.165], [0.576, 0.239, -1.572], [-1.705, -0.317, 0.148]], "forces_ev_per_a": [[1.35, -0.05, -0.09], [0.27, -0.97, -0.18], [2.20, -0.41, -0.44], [-2.46, 1.86, -0.16], [0.75, -0.32, -0.76], [-1.96, 0.04, 2.10], [-0.14, 0.18, -1.12], [-0.02, -0.33, 0.64]], "homo_ev": -8.375, "relative_energy_kj_mol": 212.7, "homo_lumo_gap_ha": 0.29614}